No. 1
Below is a molecular structure, C20H15AuI2N3O3S2, with properties calculated with wB97M-V/def2-TZVPD.

Properties
* multiplicity: 3
* orbital gap (alpha / beta): 7.57 / 6.69 eV
* E: -73153.180 eV
* lowest unoccupied orbital energy (alpha / beta): -3.25 / -4.94 eV
* charge: +1

Structure (XYZ):
```
46
Properties=species:S:1:pos:R:3:mulliken_spin:R:1
Au 0.00793 1.12701 -1.01568 0.4330
I 2.05484 -5.50003 1.95893 0.0613
C 1.62834 -3.49157 1.80831 0.2783
C 0.69658 -2.91549 2.67721 -0.0704
C 0.39538 -1.58457 2.56234 0.1867
I -1.06423 -0.71281 3.72325 0.0331
C 1.05012 -0.74626 1.57020 0.1043
O 0.81484 0.46685 1.46836 0.2943
C 2.00553 -1.39618 0.68114 0.0994
C 2.69595 -0.54424 -0.34261 0.0031
N 1.83893 -0.24925 -1.51736 0.1152
C 2.54951 0.54015 -2.53225 0.0071
C 2.61524 1.99551 -2.13294 -0.0089
C 3.70813 2.79182 -2.42023 0.0060
C 3.68082 4.13163 -2.06477 -0.0021
C 2.56378 4.63982 -1.42170 0.0035
C 1.51011 3.78845 -1.15658 -0.0023
N 1.53999 2.50022 -1.51122 0.0684
C 2.27489 -2.72275 0.81315 -0.0242
H 0.20058 -3.52882 3.41631 0.0011
H 2.96780 0.41260 0.10621 0.0061
H 3.61124 -1.04023 -0.68051 0.0060
H 1.50827 -1.11901 -1.92286 -0.0045
H 3.56128 0.16348 -2.70597 -0.0001
H 1.99826 0.46077 -3.47180 0.0000
H 4.56899 2.36292 -2.91462 -0.0005
H 4.52616 4.77030 -2.28245 -0.0001
H 2.50378 5.67575 -1.12210 0.0005
H 0.61526 4.12464 -0.65079 -0.0044
H 2.99433 -3.20480 0.16233 -0.0002
O -2.51623 -2.12515 -1.85273 0.0053
S -2.16021 -1.69069 -0.54180 0.0136
O -1.19493 -2.44354 0.20234 0.0050
N -1.65660 -0.09015 -0.60372 0.0645
C -2.47197 0.73770 0.01190 0.0068
S -1.99618 2.35774 0.00147 0.3301
C -3.63527 0.08606 0.62922 0.0005
C -4.66208 0.65046 1.36297 0.0027
C -5.63433 -0.19779 1.87904 -0.0017
C -5.57521 -1.57066 1.66391 -0.0018
C -4.54250 -2.14111 0.92431 0.0028
C -3.58779 -1.28639 0.42303 -0.0069
H -4.69967 1.71907 1.52905 -0.0100
H -6.45000 0.21425 2.45722 -0.0003
H -6.34522 -2.20755 2.07770 0.0000
H -4.49448 -3.20814 0.75480 -0.0002
```

---

No. 2
Below is a molecular structure, C20H15Br2N4NiO6S, with properties calculated with wB97M-V/def2-TZVPD.

Properties
* multiplicity: 3
* orbital gap (alpha / beta): 8.16 / 8.53 eV
* E: -231199.656 eV
* ΔE to the lowest compared entry with this formula, charge and spin: 8.1 kJ/mol
* lowest unoccupied orbital energy (alpha / beta): 2.39 / 2.38 eV
* charge: -1

Structure (XYZ):
```
49
Properties=species:S:1:pos:R:3:mulliken_spin:R:1
Ni 0.62659 -0.06227 0.28957 1.7055
O 4.03705 2.19668 1.01892 0.0017
C 3.14404 1.38435 0.80866 -0.0015
O 2.00009 1.61051 0.26978 0.0418
C 3.35727 -0.06789 1.22953 0.0041
C 4.51729 -0.58473 1.77945 0.0071
C 4.52443 -1.92665 2.14258 -0.0051
C 3.39227 -2.70947 1.96283 0.0057
C 2.26844 -2.11586 1.40882 -0.0064
N 2.29497 -0.83991 1.06002 0.0556
C 0.92333 -2.81027 1.14365 0.0023
O 0.84403 -4.00583 1.41002 0.0016
O 0.02977 -2.04321 0.65472 0.0454
H 5.37347 0.06079 1.91586 0.0008
H 5.41765 -2.36262 2.57439 -0.0007
H 3.35119 -3.75409 2.23788 0.0007
Br -7.01206 0.09584 -2.63585 0.0001
C -5.61119 0.26240 -1.35163 0.0000
C -5.94024 0.30863 -0.00648 0.0005
C -4.91750 0.43482 0.92219 -0.0004
C -3.59558 0.52212 0.50768 0.0009
C -3.28566 0.46800 -0.84509 -0.0001
C -4.30197 0.33163 -1.78467 0.0004
C -1.83357 0.54264 -1.31416 0.0050
O -1.60053 0.33726 -2.50485 0.0078
O -1.00517 0.87144 -0.39992 0.0232
H -6.97393 0.24130 0.30477 0.0000
H -5.15701 0.46073 1.97851 0.0000
H -2.78728 0.62927 1.21835 0.0006
H -4.03844 0.27906 -2.83192 0.0002
N 0.33320 3.01132 1.97853 -0.0012
C -0.16699 2.16970 2.87611 -0.0036
N -0.73040 2.71120 3.98665 0.0033
S -0.18438 0.49860 2.68123 0.0550
H 0.42080 3.98885 2.19835 0.0003
H 0.89444 2.63815 1.20460 -0.0014
H -0.57194 3.67341 4.22938 -0.0007
H -1.01441 2.07526 4.70878 -0.0005
Br 1.33350 -1.19772 -6.32089 -0.0001
C 1.24192 -0.93279 -4.44494 -0.0039
C 0.73672 -1.92953 -3.63741 0.0041
C 0.68896 -1.68737 -2.27403 -0.0022
N 1.11841 -0.55037 -1.73235 0.0479
C 1.58820 0.40655 -2.52936 -0.0001
C 1.67778 0.25979 -3.90209 0.0044
H 0.37193 -2.86049 -4.04506 0.0002
H 0.27120 -2.41017 -1.58416 0.0020
H 1.88957 1.32230 -2.03692 -0.0005
H 2.05971 1.05863 -4.52006 0.0004
```

---

No. 3
Below is a molecular structure, C20H15Cl2N7O4Ru, with properties calculated with wB97M-V/def2-TZVPD.

Properties
* multiplicity: 2
* orbital gap (alpha / beta): 8.92 / 7.97 eV
* E: -67229.274 eV
* ΔE to the lowest compared entry with this formula, charge and spin: 0.0 kJ/mol
* lowest unoccupied orbital energy (alpha / beta): -3.06 / -3.83 eV
* charge: +1

Structure (XYZ):
```
49
Properties=species:S:1:pos:R:3:mulliken_spin:R:1
Ru 0.21779 -0.06263 -0.13672 0.9161
O 0.35288 1.99395 -3.59344 0.0273
C 0.17778 1.23327 -2.68051 0.0019
N 0.84813 1.20399 -1.46072 0.0354
C 1.81757 2.11926 -1.07023 -0.0042
O 2.20549 3.07723 -1.68330 0.0254
C 2.36460 1.77895 0.29897 0.0137
C 3.47742 2.43559 0.78090 -0.0005
C 3.98629 2.06133 2.01553 -0.0007
C 3.35847 1.04522 2.71749 0.0001
C 2.23709 0.44413 2.17284 -0.0023
N 1.74230 0.80797 0.99071 -0.0137
C -0.86793 0.13388 -2.75844 0.0012
C -1.59469 -0.05060 -3.91451 -0.0001
C -2.52372 -1.08104 -3.95648 -0.0009
C -2.68347 -1.88755 -2.84205 -0.0007
C -1.91753 -1.64291 -1.71448 -0.0042
N -1.03436 -0.64601 -1.67179 -0.0073
H 3.92153 3.21280 0.17516 0.0001
H 4.86314 2.54836 2.41979 0.0000
H 3.73029 0.71150 3.67552 0.0000
H 1.71523 -0.34999 2.68991 -0.0002
H -1.40833 0.60598 -4.75265 -0.0002
H -3.10707 -1.25736 -4.84990 -0.0001
H -3.38466 -2.70956 -2.83996 -0.0001
H -1.97420 -2.26342 -0.83096 -0.0004
N -2.84511 2.16405 1.64331 -0.0007
C -2.65861 3.07055 0.62414 -0.0004
C -1.65081 2.57717 -0.14762 0.0025
N -1.23518 1.38447 0.38580 -0.0151
C -1.96604 1.16137 1.46227 -0.0014
C -1.67992 -0.06420 2.17839 -0.0099
N -0.72663 -0.83068 1.67041 0.0285
C -0.65531 -1.94816 2.46398 -0.0014
C -1.56422 -1.83297 3.47202 0.0015
N -2.21284 -0.63541 3.27239 0.0000
H -3.51533 2.25416 2.38814 0.0000
H -3.24137 3.97032 0.54569 0.0000
H -1.20236 3.00797 -1.02679 -0.0007
H 0.01635 -2.75691 2.23889 -0.0003
H -1.81267 -2.48480 4.28985 0.0000
H -2.95012 -0.26912 3.85052 0.0004
Cl 1.59927 -4.36086 -2.52478 -0.0002
C 2.34798 -3.52979 -1.15393 -0.0007
Cl 2.81958 -4.65463 0.12587 -0.0002
C 1.35331 -2.51308 -0.60401 0.0006
O 0.30477 -2.84750 -0.06785 0.0217
O 1.71284 -1.28984 -0.75591 -0.0105
H 3.24239 -3.03446 -1.51146 0.0007
```

---

No. 4
Below is a single C20H15ClN4 molecule, with properties calculated with wB97M-V/def2-TZVPD.

Properties
* multiplicity: 1
* orbital gap: 7.93 eV
* E: -39466.174 eV
* ΔE to the lowest compared entry with this formula, charge and spin: 7.4 kJ/mol
* structure (SMILES): Clc1ccc(Nc2nnc(Cc3ccncc3)c3ccccc23)cc1
* lowest unoccupied orbital energy: -0.23 eV
* charge: 0

Structure (XYZ):
```
40
Properties=species:S:1:pos:R:3:mulliken_charge:R:1
Cl -6.84236 1.98434 -0.21761 -0.2200
C -5.46529 1.05978 0.27152 0.3043
C -4.20049 1.43298 -0.15318 -0.8695
C -3.09903 0.69596 0.23594 0.0759
C -3.25064 -0.43192 1.04270 -0.0093
N -2.18057 -1.21233 1.46338 -0.1039
C -0.87191 -1.17705 1.04495 -0.0652
N 0.00594 -1.34855 2.01017 -0.7498
N 1.29726 -1.31527 1.77219 -0.5815
C 1.77130 -1.11177 0.57340 0.6437
C 3.26474 -1.00380 0.48990 -1.0019
C 3.76133 0.41873 0.41592 0.8481
C 3.05203 1.44017 -0.20537 -0.0381
C 3.60367 2.71131 -0.24351 -0.5378
N 4.77620 3.01774 0.27949 -0.6240
C 5.45150 2.05056 0.87581 -0.3579
C 4.99322 0.74735 0.97276 -0.4660
C 0.91741 -1.04902 -0.57233 0.5979
C 1.37762 -0.99727 -1.90278 -0.4003
C 0.49002 -1.03647 -2.94445 -0.8543
C -0.88348 -1.15949 -2.70329 -0.7348
C -1.36365 -1.19909 -1.42113 -0.2551
C -0.47923 -1.11036 -0.33279 0.3364
C -4.53145 -0.77989 1.47821 -0.3479
C -5.63325 -0.04176 1.09556 -0.6865
H -4.07546 2.30436 -0.77617 0.4102
H -2.11426 1.00702 -0.07860 0.5746
H -2.26214 -1.58056 2.40321 0.2999
H 3.63732 -1.55348 -0.37903 0.3609
H 3.67661 -1.46931 1.38747 0.4422
H 2.08608 1.26245 -0.65255 0.3330
H 3.07594 3.52841 -0.72008 0.3570
H 6.40610 2.33704 1.29645 0.3506
H 5.58458 -0.00315 1.47467 0.3780
H 2.43628 -0.92732 -2.09873 0.3543
H 0.84936 -0.99076 -3.96170 0.4084
H -1.56527 -1.22926 -3.53838 0.4263
H -2.42113 -1.31550 -1.24029 0.5868
H -4.65592 -1.63664 2.12345 0.4083
H -6.61899 -0.31817 1.43485 0.4071
```

---

No. 5
Below is a single C20H15ClN4 molecule, with properties calculated with wB97M-V/def2-TZVPD.

Properties
* multiplicity: 1
* orbital gap: 7.98 eV
* E: -39466.251 eV
* ΔE to the lowest compared entry with this formula, charge and spin: 0.0 kJ/mol
* structure (SMILES): Clc1ccc(Nc2nnc(Cc3ccncc3)c3ccccc23)cc1
* lowest unoccupied orbital energy: -0.19 eV
* charge: 0

Structure (XYZ):
```
40
Properties=species:S:1:pos:R:3:mulliken_charge:R:1
Cl 6.30956 0.67808 -1.73723 -0.2198
C 4.76730 -0.09117 -1.59116 0.2962
C 4.62117 -1.41705 -1.96956 -0.6849
C 3.38956 -2.02695 -1.84702 -0.3305
C 2.29082 -1.32812 -1.34192 -0.0016
N 1.07565 -1.99662 -1.24931 -0.0997
C -0.08917 -1.59003 -0.64260 -0.0118
N -1.17971 -1.90015 -1.30960 -0.7593
N -2.37199 -1.57348 -0.86116 -0.5293
C -2.52852 -0.91640 0.25412 0.3587
C -3.94373 -0.56996 0.61265 -0.9546
C -4.19656 0.90481 0.75547 0.5512
C -3.42969 1.84984 0.08367 -0.1287
C -3.73798 3.19202 0.23720 -0.4261
N -4.73624 3.63280 0.98281 -0.6190
C -5.47316 2.73544 1.61470 -0.3519
C -5.24468 1.37142 1.54292 -0.3190
C -1.42692 -0.61079 1.11368 1.0023
C -1.55619 -0.01372 2.38107 -0.5256
C -0.45922 0.13573 3.18737 -0.8117
C 0.79467 -0.33169 2.77515 -0.6954
C 0.95733 -0.89044 1.53482 -0.3656
C -0.14086 -1.00368 0.66539 0.2688
C 2.45095 0.01243 -0.99075 0.0699
C 3.68328 0.62536 -1.10965 -0.8559
H 5.46481 -1.96544 -2.35772 0.4066
H 3.27042 -3.05815 -2.14414 0.4103
H 0.89779 -2.66418 -1.98984 0.2994
H -4.22677 -1.08345 1.53647 0.3066
H -4.57871 -0.95638 -0.19075 0.3943
H -2.61100 1.54545 -0.55064 0.4356
H -3.15815 3.95519 -0.26527 0.3612
H -6.28743 3.13266 2.20689 0.3605
H -5.87440 0.68099 2.08534 0.3699
H -2.52571 0.32332 2.71314 0.4173
H -0.56027 0.59920 4.15772 0.4150
H 1.63884 -0.25247 3.44381 0.4218
H 1.92149 -1.26177 1.22521 0.5864
H 1.60711 0.58317 -0.63431 0.5521
H 3.79946 1.66350 -0.84048 0.4063
```

---

No. 6
Below is a single C20H15F4NO3 molecule, with properties calculated with wB97M-V/def2-TZVPD.

Properties
* multiplicity: 1
* orbital gap: 9.90 eV
* E: -39486.320 eV
* structure (SMILES): O=C1O[C@@H]2CC[C@H](c3ccc(F)cc3F)C[C@H]2C(=O)N1c1cc(F)ccc1F
* lowest unoccupied orbital energy: 0.54 eV
* charge: 0

Structure (XYZ):
```
43
Properties=species:S:1:pos:R:3:mulliken_charge:R:1
O 3.59756 2.40596 -0.09224 -0.5932
C 2.61638 1.67665 -0.17623 0.4174
O 2.72573 0.34235 -0.10292 -0.3669
C 1.65777 -0.28676 0.59026 0.3152
C 2.02082 -1.76029 0.89772 -0.9820
C 0.92347 -2.71050 0.36686 -1.0153
C -0.44866 -2.14875 0.89501 0.8713
C -1.49516 -3.11643 0.49541 -0.6931
C -1.78491 -3.40323 -0.83145 -0.0251
C -2.81192 -4.25368 -1.24177 -0.8980
C -3.57361 -4.87331 -0.28407 0.4251
F -4.50150 -5.80448 -0.64126 -0.3141
C -3.31817 -4.65077 1.09551 -0.6850
C -2.29974 -3.77761 1.43410 0.5185
F -2.11280 -3.63860 2.76016 -0.3377
C -0.83481 -0.74295 0.39168 -1.4627
C 0.38418 -0.07229 -0.25133 0.7052
C 0.22317 1.42562 -0.43904 0.0545
O -0.89934 1.90300 -0.50538 -0.6113
N 1.32955 2.24711 -0.37199 0.3923
C 1.19965 3.61089 -0.50993 -0.3361
C 0.54068 4.33628 0.50781 -0.1016
C 0.40605 5.74867 0.38712 -0.0689
F -0.19197 6.51594 1.31920 -0.3112
C 0.89281 6.39720 -0.75074 -0.3501
C 1.44462 5.66027 -1.79365 -0.6339
C 1.58640 4.26449 -1.68647 0.6128
F 2.11961 3.62014 -2.74386 -0.2960
H 1.49575 0.26414 1.53199 0.3272
H 2.14017 -1.92713 1.98283 0.3482
H 2.96288 -2.03161 0.39471 0.3385
H 1.09801 -3.76494 0.74371 0.3093
H 0.95143 -2.76203 -0.72656 0.4398
H -0.40519 -2.08112 1.99856 0.6727
H -1.20026 -2.94037 -1.61199 0.3024
H -2.97481 -4.46622 -2.28031 0.4400
H -3.90812 -5.17711 1.79782 0.5090
H -1.66302 -0.76561 -0.36398 0.3783
H -1.20360 -0.17106 1.24076 0.2824
H 0.56965 -0.49488 -1.26216 0.1805
H 0.16608 3.80739 1.38714 0.4326
H 0.75190 7.47590 -0.83850 0.4116
H 1.82325 6.11974 -2.71253 0.3973
```

---

Question: Look up the charge of the fifth one.
Answer: 0